{
  "formula": "C24H37NO19",
  "method": "ωB97M-V/def2-TZVPD",
  "smiles": "C=CC[C@H](N)COC.O=C1OCCO1.O=C1OCCO1.O=C1OCCO1.O=C1OCCO1.O=C1OCCO1.O=C1OCCO1",
  "homo_ev": -8.021,
  "homo_lumo_gap_ev": 8.1,
  "relative_energy_kcal_mol": 164.3,
  "e_lumo_ha": 0.005,
  "multiplicity": 1,
  "total_charge": 0,
  "species": ["C", "C", "C", "C", "N", "C", "O", "C", "H", "H", "H", "H", "H", "H", "H", "H", "H", "H", "H", "H", "H", "C", "C", "O", "C", "O", "O", "H", "H", "H", "H", "C", "C", "O", "C", "O", "O", "H", "H", "H", "H", "C", "C", "O", "C", "O", "O", "H", "H", "H", "H", "C", "C", "O", "C", "O", "O", "H", "H", "H", "H", "C", "C", "O", "C", "O", "O", "H", "H", "H", "H", "C", "C", "O", "C", "O", "O", "H", "H", "H", "H"],
  "positions_angstrom": [[-1.464887, 0.172504, 0.438135], [-1.922402, -0.026098, -0.962226], [-3.096814, -1.028165, -1.494347], [-3.129665, -2.519036, -0.825560], [-3.260188, -2.510195, 0.712385], [-1.936270, -3.535921, -1.300740], [-0.696923, -2.889144, -1.752127], [0.444783, -3.364344, -0.923789], [-2.210311, 0.395340, 1.321390], [-0.315464, 0.057386, 0.702710], [-1.400818, 0.664785, -1.784513], [-4.173048, -0.516196, -1.427402], [-2.912696, -1.186014, -2.661304], [-4.149053, -3.021589, -1.194020], [-2.971531, -3.453420, 1.065018], [-4.261235, -2.288196, 0.978275], [-1.741218, -4.382171, -0.481683], [-2.360809, -4.132480, -2.243808], [1.351702, -2.655026, -1.142788], [0.756843, -4.469273, -1.209803], [0.120928, -3.284412, 0.216840], [-1.414180, 3.766566, -3.693264], [-2.146323, 3.727228, -4.995344], [-2.971030, 2.584247, -4.870563], [-3.146067, 2.365055, -3.534534], [-3.937799, 1.564293, -3.065892], [-2.320641, 3.159212, -2.791932], [-1.179385, 4.786983, -3.378212], [-0.490317, 3.179124, -3.714982], [-2.781222, 4.606930, -5.144766], [-1.471085, 3.627017, -5.849550], [-6.071313, 1.087806, 1.155077], [-5.251718, 0.268313, 2.098309], [-5.035637, 1.144966, 3.187760], [-6.044778, 2.064051, 3.163834], [-6.266471, 2.866831, 4.054947], [-6.773550, 1.966815, 2.013656], [-6.766634, 0.479042, 0.570635], [-5.454519, 1.679807, 0.470837], [-5.787522, -0.616739, 2.457331], [-4.301083, -0.045768, 1.658642], [2.621325, 0.751710, 0.920118], [3.583708, -0.085666, 0.141908], [3.332610, 0.290912, -1.198710], [2.781864, 1.539557, -1.163721], [2.596458, 2.238300, -2.146100], [2.466846, 1.904275, 0.113470], [3.006097, 1.018795, 1.908174], [1.645629, 0.268467, 1.036638], [4.627110, 0.142465, 0.383912], [3.412103, -1.156355, 0.282749], [1.532846, -6.851431, 2.459974], [2.433289, -6.672546, 1.280908], [2.739305, -5.291415, 1.311715], [2.562765, -4.874404, 2.599579], [2.899045, -3.780537, 3.021543], [1.962069, -5.841130, 3.353288], [1.634542, -7.840325, 2.915369], [0.480095, -6.680120, 2.212081], [3.363323, -7.243106, 1.374701], [1.945082, -6.940831, 0.339986], [-0.166328, 3.563171, 4.625695], [-0.362521, 2.187365, 4.076462], [0.720768, 2.037882, 3.178546], [1.696694, 2.900730, 3.586858], [2.832977, 2.914891, 3.143753], [1.235536, 3.744424, 4.555872], [-0.518037, 3.653891, 5.657058], [-0.652834, 4.330731, 4.014755], [-0.290789, 1.414572, 4.849083], [-1.317089, 2.080091, 3.554015], [5.929420, 3.278949, -2.319746], [5.733227, 1.903142, -2.868978], [6.816517, 1.753659, -3.766894], [7.792442, 2.616507, -3.358582], [8.928726, 2.630668, -3.801687], [7.331285, 3.460202, -2.389569], [5.577711, 3.369669, -1.288382], [5.442915, 4.046509, -2.930685], [5.804959, 1.130350, -2.096357], [4.778660, 1.795868, -3.391426]],
  "atomic_forces_ev_per_a": [[-0.9908, -0.5370, -2.5615], [0.8937, 0.5880, 2.3308], [-0.2962, 0.9149, -0.4319], [-1.1579, -0.5905, 0.2119], [-0.2658, -0.1815, -1.1181], [-0.8970, -0.8345, -1.0020], [0.0415, -1.6356, 2.1563], [0.0283, 0.3864, 0.2160], [1.5387, -1.7132, -1.6848], [-2.5207, 1.5251, -0.8023], [-0.3951, -2.5704, 1.6276], [2.2239, -1.2226, 0.0037], [-0.3534, 0.4379, 2.5617], [2.2575, 1.0479, 0.2227], [-0.7810, 1.2715, -0.3562], [1.6988, -0.7459, -0.4252], [-0.3119, 1.9792, -1.5265], [0.8736, 1.3200, 1.9395], [-1.8320, -1.3585, 0.4278], [-0.7370, 2.1537, 0.6225], [0.9328, -0.2439, -2.3154], [1.0725, 0.5747, 0.1958], [0.2338, 0.6580, -0.9282], [-0.2559, -0.4453, 0.9667], [-1.4729, -1.4357, 0.8694], [1.6666, 1.7188, -0.9914], [-0.8668, -0.6798, -0.3381], [-0.1015, -0.2397, 0.1177], [-0.0750, 0.0540, 0.0168], [0.0385, -0.0818, 0.0239], [-0.2302, -0.1200, 0.0972], [-0.1255, -0.1662, -1.1565], [0.5377, -0.9748, -0.2829], [-0.5153, 0.7530, 0.1505], [-0.5880, 1.7554, 1.8310], [0.5448, -1.8244, -2.0104], [0.3334, 0.1585, 1.0026], [-0.0096, 0.2337, 0.1326], [-0.0256, -0.0749, 0.0465], [-0.0017, 0.0643, 0.0096], [-0.0764, 0.0792, 0.2121], [-0.1734, -0.3900, 1.2504], [0.5430, -0.8810, 0.5323], [-0.4744, 0.9771, -0.4959], [-0.5209, 1.1722, -1.1987], [0.4289, -1.3219, 1.8036], [0.2950, -0.0142, -1.3785], [-0.1846, 0.1415, -0.3245], [0.1523, 0.0601, -0.0384], [-0.0779, -0.0016, -0.0166], [0.0537, 0.1614, -0.1832], [-0.6931, -0.8560, 0.2319], [0.2314, -0.7673, -0.8411], [-0.1470, 0.5297, 0.7889], [0.7168, 2.3079, 0.9527], [-0.7859, -2.4495, -1.0069], [0.5187, 0.7720, -0.3650], [-0.0113, 0.2616, 0.0804], [0.0824, -0.0021, 0.0074], [-0.0854, 0.0566, 0.0056], [0.1511, 0.2016, 0.0882], [-0.8232, 0.6614, 0.5229], [-1.0160, -0.6904, 0.1614], [0.9110, 0.5857, 0.0403], [2.1141, 0.1711, -0.7303], [-2.4166, -0.0224, 1.0216], [0.6599, -0.6436, -0.7144], [0.2217, 0.0619, -0.1551], [0.0483, -0.0830, 0.0422], [0.0112, 0.0751, -0.0674], [0.2575, -0.0616, -0.0471], [-0.8292, 0.6247, 0.5164], [-1.0319, -0.6569, 0.0158], [0.9184, 0.6309, 0.0869], [2.3402, -0.0192, -0.9379], [-2.5217, -0.0178, 0.9907], [0.6044, -0.5670, -0.5960], [0.1986, 0.0899, -0.1439], [0.0180, -0.0922, 0.0563], [0.0071, 0.0590, -0.0612], [0.2758, -0.0620, 0.0446]],
  "mulliken_charge": [-0.0403, 0.0704, -0.4720, 0.1837, -0.5136, -0.7021, -0.3613, -0.3833, -0.0680, -0.2086, 0.0352, 0.2717, 0.3685, 0.2283, 0.2124, 0.1907, 0.2946, 0.2609, 0.0720, 0.2278, 0.2842, -0.2103, -0.3627, -0.3079, 0.6194, -0.5158, -0.2611, 0.2716, 0.2133, 0.2586, 0.3028, -0.3061, 0.7223, -0.3496, 0.5844, -0.5525, -0.3444, 0.3262, 0.2900, 0.2082, -0.5831, 0.3313, -0.3525, -0.3287, 0.7645, -0.6109, -0.3246, 0.3299, -0.2767, 0.2216, 0.3128, -0.2968, -0.2843, -0.3038, 0.6703, -0.5538, -0.3142, 0.2977, 0.2441, 0.2609, 0.2828, -0.4044, -0.1451, -0.1735, 0.5922, -0.5320, -0.3408, 0.3169, 0.2825, 0.2750, 0.1299, -0.1862, -0.0451, -0.3458, 0.5499, -0.5489, -0.3376, 0.2637, 0.2379, 0.1154, 0.2718]
}


{
  "formula": "C15H31AsIrN3O3",
  "method": "ωB97M-V/def2-TZVPD",
  "homo_ev": [-19.241, -19.252],
  "homo_lumo_gap_ev": [5.5, 5.9],
  "e_lumo_ha": [-0.505, -0.491],
  "multiplicity": 2,
  "total_charge": 3,
  "species": ["Ir", "C", "N", "C", "C", "O", "C", "O", "C", "C", "O", "N", "C", "C", "H", "H", "H", "H", "H", "H", "H", "H", "H", "H", "H", "H", "H", "H", "H", "H", "C", "C", "As", "C", "C", "C", "C", "H", "H", "H", "H", "H", "H", "H", "H", "H", "H", "H", "H", "H", "H", "H", "N", "C"],
  "positions_angstrom": [[0.379174, -0.569220, -0.861010], [3.114426, 4.369730, -0.986707], [3.064270, 2.947243, -0.795078], [4.263227, 2.314713, -0.293731], [2.003405, 2.187008, -1.034176], [2.082332, 0.939841, -0.939521], [0.673264, 2.827329, -1.415526], [-0.250014, 1.767544, -1.532892], [-1.617797, 2.101934, -1.666666], [-2.331453, 0.775412, -1.894568], [-1.660042, -0.283887, -1.888690], [-3.638706, 0.766391, -2.123170], [-4.301043, -0.484234, -2.388766], [-4.441073, 1.960804, -2.198529], [4.074516, 4.638713, -1.430642], [2.317928, 4.748194, -1.621300], [3.063541, 4.884744, -0.022762], [4.700759, 1.663651, -1.054186], [4.988949, 3.074121, -0.019033], [4.031711, 1.700337, 0.578371], [0.364442, 3.541678, -0.641638], [0.769050, 3.350924, -2.377512], [-1.999359, 2.589225, -0.757084], [-1.771064, 2.771323, -2.525871], [-3.682449, -1.321606, -2.069271], [-5.259024, -0.512357, -1.870410], [-4.504903, -0.578820, -3.460505], [-4.335408, 2.581675, -1.307761], [-4.180887, 2.568726, -3.069206], [-5.489985, 1.684375, -2.292483], [-0.271593, -2.353000, -4.675239], [0.255989, -3.353001, -3.666447], [1.399907, -2.476360, -2.296600], [2.080828, -4.064643, -1.230535], [2.228040, -5.352627, -1.994133], [3.057247, -1.866313, -3.253735], [3.637975, -2.795560, -4.299404], [-0.830025, -2.887999, -5.447734], [0.534649, -1.811851, -5.175477], [-0.958182, -1.637191, -4.216125], [0.902263, -4.101000, -4.137372], [-0.559980, -3.863187, -3.148019], [1.354294, -4.179743, -0.419225], [3.038832, -3.724396, -0.824590], [1.272403, -5.786528, -2.294002], [2.711349, -6.084848, -1.330013], [2.897380, -5.275230, -2.856169], [3.783805, -1.676553, -2.456219], [2.786659, -0.901388, -3.699811], [3.992176, -3.731295, -3.860904], [4.515159, -2.313527, -4.741721], [2.945666, -3.007708, -5.114563], [-0.362347, -1.855452, 2.006739], [-0.075736, -1.350167, 1.022783]],
  "atomic_forces_ev_per_a": [[-1.1502, 1.6570, 0.2360], [0.0220, 1.2753, 0.0686], [-1.5495, -1.5956, -0.3227], [0.7720, -0.7377, 0.2645], [0.2215, 2.8379, 0.1287], [-0.8354, -3.8202, 0.3417], [0.2354, 0.3499, -0.1009], [0.0752, -0.4083, 0.2480], [-0.2731, 0.1080, -0.0966], [-1.8253, 2.1168, 0.1931], [2.8561, -2.6919, 0.8699], [2.0849, -0.4316, 0.4371], [-0.5473, -1.0614, -0.3032], [-0.3499, 1.2026, -0.1827], [-0.1448, -0.1109, -0.1129], [0.0003, -0.1027, -0.0531], [-0.0544, -0.1083, -0.0092], [0.0118, 0.1228, 0.0141], [-0.0778, 0.0204, 0.0027], [0.0248, 0.1173, -0.0201], [0.0579, -0.0590, -0.0823], [-0.0246, -0.0127, 0.1749], [0.0530, -0.0384, -0.1573], [-0.0412, -0.1203, 0.1476], [-0.1488, 0.1123, -0.0160], [0.1162, 0.0346, 0.0776], [0.0611, 0.0452, 0.0917], [0.0232, -0.1126, 0.0619], [-0.0078, -0.1056, -0.0166], [0.1462, -0.0527, 0.0324], [-0.1454, 0.0731, -0.2910], [-0.7409, 0.8850, 0.3165], [1.1660, -2.2165, -0.3759], [-0.4061, 1.0386, 1.0596], [0.1186, -0.4705, -0.7142], [-0.3319, 1.5355, 0.5088], [-0.2411, -0.7748, -0.0455], [0.0555, 0.0564, 0.0419], [-0.0668, 0.0021, 0.0022], [0.0745, -0.0384, -0.0436], [0.2644, 0.1251, 0.3646], [0.1956, -0.0302, 0.0556], [0.2750, 0.0258, 0.0434], [-0.2211, 0.0628, 0.0559], [0.1115, 0.0766, -0.0410], [-0.1767, 0.2817, 0.0579], [-0.2477, -0.0046, 0.0607], [-0.2170, 0.0262, -0.0034], [0.1608, -0.1096, 0.0751], [-0.0902, 0.0981, -0.1333], [-0.1266, 0.1536, 0.1388], [0.0306, -0.0400, 0.0359], [-0.3912, -0.5976, 1.4152], [1.2183, 1.4118, -4.5010]],
  "nbo_charge": [1.2563, -0.4341, -0.2894, -0.4324, 0.6584, -0.6537, -0.1552, -0.5846, -0.1557, 0.6563, -0.6263, -0.2830, -0.4349, -0.4436, 0.2590, 0.2251, 0.2523, 0.2331, 0.2577, 0.2387, 0.2439, 0.2423, 0.2444, 0.2445, 0.2377, 0.2545, 0.2446, 0.2375, 0.2389, 0.2695, -0.6413, -0.6522, 1.2361, -0.6163, -0.6466, -0.6475, -0.6346, 0.2733, 0.2217, 0.2124, 0.2850, 0.2638, 0.2570, 0.2522, 0.2379, 0.2909, 0.2273, 0.2545, 0.2410, 0.2351, 0.2832, 0.2326, -0.1580, -0.0089]
}


{
  "formula": "C3H6N2O",
  "method": "ωB97M-V/def2-TZVPD",
  "homo_ev": [-7.515, -7.121],
  "homo_lumo_gap_ev": [8.0, 7.1],
  "relative_energy_kcal_mol": 115.4,
  "e_lumo_ha": [0.019, 0.001],
  "multiplicity": 1,
  "total_charge": 0,
  "species": ["N", "C", "C", "O", "C", "N", "H", "H", "H", "H", "H", "H"],
  "positions_angstrom": [[1.037543, 1.248473, 1.307214], [0.999557, -0.059904, 0.759536], [-1.227323, -0.645701, -0.690662], [-2.519096, -0.859729, -0.874552], [1.225036, -0.346042, -0.568881], [0.968064, -0.626085, -1.698164], [1.828871, 1.386007, 1.928830], [1.075812, 1.959255, 0.585741], [1.134784, -0.859450, 1.482091], [-0.864920, 0.363827, -0.720986], [-0.689654, -1.518248, -0.378528], [-2.968670, -0.042401, -1.131644]],
  "atomic_forces_ev_per_a": [[0.1808, -0.0399, -0.2518], [0.3387, 0.0347, 0.3363], [0.0514, -0.0026, 0.1015], [-0.4773, 0.1310, -0.1112], [-0.3813, -0.2581, -1.1846], [0.6071, 0.3214, 1.1422], [-0.1501, -0.0211, -0.0042], [-0.0331, -0.0560, 0.0944], [-0.0592, 0.0781, -0.1437], [-0.0715, -0.1296, 0.0009], [-0.0569, 0.1033, -0.0331], [0.0515, -0.1611, 0.0533]],
  "nbo_charge": [-0.8076, -0.2036, 0.0770, -0.6387, 0.1589, -0.3985, 0.3680, 0.3661, 0.2167, 0.1791, 0.1947, 0.4879]
}